Density functional theory data (wB97M-V/def2-TZVPD) for C36H28N9OsPS2 as an isolated structure.

* HOMO level (spin up / spin down): -13.7 / -13.7 eV
* E_LUMO (spin up / spin down): -5.90 / -8.33 eV
* M: 872.021 Da
* energy relative to the best compared isomer or geometry (same formula, charge and spin): 41.9 kJ/mol
* orbital gap (spin up / spin down): 7.77 / 5.34 eV
* ⟨S²⟩: 6.048
* total charge: +2
* electronic energy: -84608.720 eV
* 2S+1: 5

Last column: Mulliken charge in e.
Atoms and positions in Å:
Os (0.2208, 0.6797, -1.9380)  0.99
N (3.0950, 1.3329, -0.9662)  0.30
P (1.8942, 0.3191, -0.3164)  -0.12
C (2.4778, -1.3735, -0.4039)  0.60
C (3.4237, -1.8722, 0.4946)  -0.33
C (3.9124, -3.1578, 0.3397)  -0.83
C (3.4639, -3.9526, -0.7083)  -0.61
C (2.5241, -3.4672, -1.6079)  -0.68
C (2.0346, -2.1809, -1.4509)  0.00
C (1.7331, 0.7835, 1.4002)  0.65
C (1.1898, -0.1386, 2.2975)  -0.51
C (1.0052, 0.2193, 3.6217)  -0.88
C (1.3719, 1.4866, 4.0548)  -0.54
C (1.8999, 2.4094, 3.1630)  -0.90
C (2.0699, 2.0675, 1.8308)  -0.57
C (3.0428, 1.6730, -2.2975)  0.83
C (4.1663, 2.2076, -2.9355)  -1.00
C (4.0891, 2.5521, -4.2596)  -0.27
C (2.8887, 2.3636, -4.9529)  -0.94
C (1.8249, 1.8413, -4.2795)  0.03
N (1.8720, 1.4869, -2.9609)  0.11
H (3.9910, 1.4460, -0.5062)  0.35
H (3.7704, -1.2626, 1.3197)  0.48
H (4.6422, -3.5434, 1.0362)  0.44
H (3.8483, -4.9559, -0.8233)  0.45
H (2.1796, -4.0872, -2.4235)  0.46
H (1.2958, -1.8155, -2.1710)  -0.01
H (0.9305, -1.1385, 1.9723)  0.52
H (0.5911, -0.4948, 4.3199)  0.43
H (1.2447, 1.7542, 5.0925)  0.55
H (2.1831, 3.3946, 3.5040)  0.47
H (2.4681, 2.7972, 1.1383)  0.46
H (5.0806, 2.3359, -2.3761)  0.40
H (4.9528, 2.9645, -4.7614)  0.46
H (2.7892, 2.6245, -5.9945)  0.47
H (0.8712, 1.6845, -4.7621)  0.41
S (-1.3125, 0.7695, -3.6650)  -0.25
C (-1.7423, -0.9511, -3.7017)  0.21
C (-0.8333, -1.8832, -4.1614)  -0.33
C (-1.1638, -3.2386, -4.1546)  0.79
C (-0.1716, -4.1810, -4.5726)  -0.35
N (0.6690, -4.8887, -4.8994)  -0.43
C (-2.4245, -3.6617, -3.7051)  0.48
C (-3.3386, -2.7238, -3.2532)  -0.64
C (-3.0160, -1.3548, -3.2267)  -0.14
S (-4.1213, -0.2158, -2.6089)  -0.04
C (-2.7579, -5.0549, -3.6798)  -0.34
N (-3.0365, -6.1650, -3.6486)  -0.38
H (0.1409, -1.5849, -4.5252)  0.65
H (-4.3074, -3.0413, -2.8954)  0.61
C (-2.3828, 2.2808, -0.3188)  -1.45
C (-2.1364, 0.8546, 0.0050)  1.07
N (-1.2367, 0.0733, -0.5854)  0.11
C (-1.3271, -1.1801, -0.0056)  -0.59
C (-2.3017, -1.1444, 0.9311)  -0.99
N (-2.8003, 0.1380, 0.9240)  0.42
C (-3.8286, 0.5859, 1.8739)  -1.60
N (-3.3252, 0.5479, 3.2038)  0.74
N (-3.4917, -0.5932, 3.9307)  -0.54
N (-2.9666, -0.4571, 5.0693)  -0.58
C (-2.4233, 0.8060, 5.1638)  0.40
C (-1.7861, 1.4346, 6.2370)  -0.71
C (-1.3824, 2.7340, 6.0426)  -0.76
C (-1.5992, 3.3939, 4.8136)  -0.57
C (-2.2219, 2.7813, 3.7491)  -0.82
C (-2.6387, 1.4649, 3.9559)  1.48
H (-1.5728, 2.6765, -0.9380)  0.26
H (-2.4366, 2.8917, 0.5805)  0.25
H (-3.3101, 2.3928, -0.8810)  0.27
H (-0.7019, -1.9981, -0.3139)  0.76
H (-2.6848, -1.8926, 1.6003)  0.68
H (-4.6623, -0.1148, 1.8075)  0.25
H (-4.1700, 1.5822, 1.5953)  0.69
H (-1.6441, 0.9213, 7.1760)  0.47
H (-0.9072, 3.2731, 6.8491)  0.45
H (-1.2811, 4.4218, 4.7133)  0.47
H (-2.4031, 3.3176, 2.8289)  0.33